Entry 1:
Formula: C4H6O2
Source: the OMol25 dataset
Level of theory: the ωB97M-V functional and the def2-TZVPD basis

```
12
Properties=species:S:1:pos:R:3:forces:R:3:mulliken_charge:R:1
C 1.83889 0.51067 -0.31560 -0.1 0.4 0.3 -0.916
C 0.59943 0.50973 0.13274 0.3 -0.2 -0.2 0.458
O -0.46206 1.23321 -0.36564 -0.4 -0.4 -0.1 -0.403
C -0.25417 -0.44928 0.91330 -0.2 0.1 0.1 -0.387
C -1.33307 0.09343 -0.04844 -0.2 0.2 0.2 0.016
O -1.58289 -0.72317 -1.12857 0.1 0.3 0.0 -0.492
H -0.70940 -1.01806 -1.40028 0.1 -0.4 -0.5 0.322
H 2.51392 -0.16785 0.17249 0.4 0.0 -0.1 0.264
H 2.14996 1.22774 -1.06687 0.1 -0.2 0.1 0.281
H -0.00008 -1.51314 0.86177 -0.2 0.2 0.0 0.241
H -0.47462 -0.15380 1.93866 0.2 0.1 0.0 0.250
H -2.28591 0.45053 0.30643 -0.2 0.0 0.3 0.367
```
Positions in Å, forces in eV/Å.

- Total charge: 0
- Frontier orbital gap: 10.20 eV



Entry 2:
Formula: C4H6O2
Source: the OMol25 dataset
Level of theory: the ωB97M-V functional and the def2-TZVPD basis

```
12
Properties=species:S:1:pos:R:3:forces:R:3:mulliken_charge:R:1
O -1.44127 -0.26932 0.93151 0.7 -0.4 1.4 -0.555
C -0.56483 -1.21294 -1.02808 1.7 0.2 0.5 -1.058
C -0.60976 -0.13378 0.04903 -6.3 -0.4 -3.8 0.943
C -0.14809 1.25710 -0.24763 0.8 -1.6 1.1 -0.825
C 0.94348 0.44235 0.54559 3.8 5.1 0.9 -0.032
O 1.92245 0.09954 -0.06275 0.4 -1.5 -0.5 -0.455
H -1.42295 -1.12224 -1.68486 -0.3 0.0 0.3 0.321
H -0.48983 -2.16950 -0.51583 -0.3 -0.2 -0.3 0.302
H 0.32659 -1.06369 -1.63325 0.1 -0.2 -0.1 0.319
H 0.23942 1.52148 -1.21553 0.1 -0.3 -0.2 0.285
H -0.75218 1.98648 0.27017 0.2 -0.1 0.4 0.306
H 1.06220 0.59058 1.62266 -1.0 -0.6 0.4 0.449
```
Positions in Å, forces in eV/Å.

- Total charge: 0
- Frontier orbital gap: 8.29 eV



Entry 3:
Formula: C4H6O2
Source: the OMol25 dataset
Level of theory: the ωB97M-V functional and the def2-TZVPD basis

```
12
Properties=species:S:1:pos:R:3:forces:R:3:mulliken_charge:R:1
C -1.24071 -0.38611 -0.39029 -0.1 0.0 0.0 -1.180
C 0.26777 -0.17280 -0.26952 -0.1 0.0 0.0 0.490
C 0.65701 1.30126 -0.26855 0.3 0.1 -0.1 -0.169
O 1.70739 1.71840 -0.68566 -0.4 -0.2 0.2 -0.456
C 0.85022 -0.77321 1.01146 -0.1 -0.1 0.3 -0.144
O 0.19131 -1.23878 1.90599 0.3 0.2 -0.4 -0.471
H -1.47595 -1.06044 -1.21611 0.0 0.1 0.1 0.275
H -1.63675 -0.81466 0.53414 0.0 0.1 -0.1 0.330
H -1.76478 0.55633 -0.58148 0.1 -0.1 0.0 0.323
H 0.83505 -0.62074 -1.09626 -0.1 0.0 0.1 0.305
H -0.10205 1.98222 0.17288 0.1 0.0 -0.1 0.331
H 1.95648 -0.73717 1.06699 -0.1 0.0 0.0 0.367
```
Positions in Å, forces in eV/Å.

- Total charge: 0
- Structure (SMILES): CC(C=O)C=O
- Frontier orbital gap: 10.51 eV



Entry 4:
Formula: C4H6O2
Source: the OMol25 dataset
Level of theory: the ωB97M-V functional and the def2-TZVPD basis

```
12
Properties=species:S:1:pos:R:3:forces:R:3:mulliken_charge:R:1
O 1.54139 -0.64841 0.60801 0.2 0.2 0.0 -0.512
C 0.74865 -0.31777 -0.49764 -0.3 0.3 -0.2 0.042
C -0.53667 -1.03672 -0.52976 -0.1 -0.2 0.0 -0.711
C -0.55656 0.46245 -0.31191 -0.1 0.3 0.1 -0.068
C -0.76036 1.12396 0.98312 -0.2 0.2 0.1 -0.128
O -1.41351 2.13429 1.12638 0.2 -0.3 0.0 -0.507
H 2.46792 -0.47028 0.41786 -0.2 0.1 0.0 0.315
H 1.24799 0.09769 -1.35783 0.4 -0.7 -0.3 0.360
H -0.97352 -1.42966 -1.44092 0.1 0.1 0.1 0.251
H -0.69876 -1.63836 0.36086 0.1 0.0 -0.2 0.261
H -0.88799 1.04182 -1.17297 0.2 0.0 0.2 0.376
H -0.17857 0.68100 1.81479 -0.3 0.0 0.1 0.322
```
Positions in Å, forces in eV/Å.

- Total charge: 0
- Structure (SMILES): O=C[C@@H]1C[C@@H]1O
- Frontier orbital gap: 10.03 eV



Entry 5:
Formula: C4H6O2
Source: the OMol25 dataset
Level of theory: the ωB97M-V functional and the def2-TZVPD basis

```
12
Properties=species:S:1:pos:R:3:forces:R:3:mulliken_charge:R:1
C -1.88815 -0.28973 1.00818 -0.2 0.0 0.1 -1.141
C -0.61145 0.25376 0.41826 0.0 0.2 -0.2 -0.338
C -0.57074 0.61053 -0.84444 0.0 0.2 -0.5 0.559
O -0.56505 0.90184 -1.97916 0.1 -0.2 0.8 -0.400
C 2.53132 -0.18916 0.01928 0.1 0.2 0.3 -0.146
O 2.47762 0.50457 1.00561 0.1 -0.3 -0.5 -0.424
H -2.34433 0.47094 1.64849 -0.1 -0.2 0.0 0.276
H -2.60623 -0.55390 0.22637 0.1 0.0 0.1 0.340
H -1.70253 -1.18454 1.61051 0.0 0.1 -0.1 0.284
H 1.67792 -0.82128 -0.28972 0.1 0.0 0.0 0.290
H 0.24126 0.49346 1.04991 -0.1 0.0 -0.2 0.438
H 3.42624 -0.21262 -0.62774 0.0 0.0 0.1 0.263
```
Positions in Å, forces in eV/Å.

- Total charge: 0
- Structure (SMILES): CC=C=O.C=O
- Frontier orbital gap: 9.39 eV



Entry 6:
Formula: C4H6O2
Source: the OMol25 dataset
Level of theory: the ωB97M-V functional and the def2-TZVPD basis

```
12
Properties=species:S:1:pos:R:3:forces:R:3:mulliken_charge:R:1
C -3.14275 0.55867 0.09254 -1.7 0.3 -0.2 0.039
C -2.03834 0.12552 0.01707 1.6 0.5 0.6 -0.611
C 1.48073 0.57910 -0.22974 1.3 -1.3 -1.6 -0.673
C -0.61602 -0.22749 0.25678 -0.9 -0.5 1.7 0.215
O -0.51826 -1.63510 0.16437 0.8 0.7 2.3 -0.445
O 0.18746 0.43580 -0.67500 -2.2 -0.4 -0.1 -0.367
H -4.17171 0.87928 0.11834 0.6 -0.1 -0.1 0.435
H 1.48560 0.05224 0.66032 1.0 -0.5 2.3 0.389
H 1.70886 1.59681 -0.18600 0.6 1.6 0.4 0.231
H 2.21541 0.06500 -0.88161 -0.4 0.3 0.0 0.243
H -0.35898 -0.06193 1.42714 -0.4 0.2 -2.8 0.251
H -0.54936 -1.80540 -0.73834 -0.2 -0.9 -2.7 0.294
```
Positions in Å, forces in eV/Å.

- Total charge: 0
- Structure (SMILES): C#C[C@@H](O)OC
- Frontier orbital gap: 11.21 eV



Entry 7:
Formula: C4H6O2
Source: the OMol25 dataset
Level of theory: the ωB97M-V functional and the def2-TZVPD basis

```
12
Properties=species:S:1:pos:R:3:forces:R:3:mulliken_charge:R:1
C -0.78931 -0.87534 -0.72321 0.0 0.2 -0.5 -1.258
C 0.30133 -0.29711 1.33002 0.1 0.0 0.3 -0.152
O 0.64101 -1.44869 1.42705 0.0 0.5 0.0 -0.470
C -0.23698 0.33268 0.06523 0.0 -0.2 0.2 0.358
C 0.90930 1.25461 -0.49275 -0.2 -0.2 0.1 -0.075
O 1.09212 2.40962 -0.18643 -0.7 -1.0 0.1 -0.456
H -1.47984 -0.49482 -1.45794 -0.1 -0.1 -0.6 0.385
H -1.34244 -1.62195 -0.10776 0.4 0.9 0.0 0.304
H 0.00182 -1.46652 -1.18914 0.0 0.3 -0.1 0.308
H -1.02483 1.05675 0.33039 0.1 -0.4 0.1 0.285
H 0.30694 0.38311 2.17157 0.3 0.3 0.8 0.407
H 1.62088 0.76765 -1.16703 0.1 -0.3 -0.3 0.364
```
Positions in Å, forces in eV/Å.

- Total charge: 0
- Structure (SMILES): CC(C=O)C=O
- Frontier orbital gap: 10.39 eV



Entry 8:
Formula: C4H6O2
Source: the OMol25 dataset
Level of theory: the ωB97M-V functional and the def2-TZVPD basis

```
12
Properties=species:S:1:pos:R:3:forces:R:3:mulliken_charge:R:1
C 0.80789 -1.20350 -0.08461 -0.9 -3.8 2.8 -0.406
C -0.63665 0.07496 0.95846 -0.8 -1.6 0.7 -0.416
C -0.60946 1.29273 -0.00729 -4.8 1.2 0.8 -0.049
C -0.14011 0.59342 -1.11690 3.2 -0.2 1.2 -0.322
H 1.45321 -1.30109 0.79710 0.6 -0.1 -0.5 0.441
H 0.68657 -2.06359 -0.66822 1.0 -1.7 -1.3 0.314
H 0.14544 0.29220 1.68775 0.3 -0.8 0.5 0.273
H 0.07747 1.82701 0.67952 -0.2 0.3 -1.2 0.185
H -1.70972 1.78750 -0.08921 2.8 -0.8 -0.3 0.248
H -0.59564 0.08256 -1.91011 -1.2 0.0 -1.0 0.373
O -0.52969 -1.27715 0.49707 -0.1 4.1 0.5 -0.327
O 1.05070 -0.10506 -0.74357 0.0 3.3 -2.3 -0.314
```
Positions in Å, forces in eV/Å.

- Total charge: 0
- Frontier orbital gap: 6.92 eV



Entry 9:
Formula: C4H6O2
Source: the OMol25 dataset
Level of theory: the ωB97M-V functional and the def2-TZVPD basis

```
12
Properties=species:S:1:pos:R:3:forces:R:3:mulliken_charge:R:1
C -1.08616 -0.27201 -0.76309 0.2 0.0 0.0 -1.303
C -0.33310 0.59194 0.22704 -0.2 0.1 0.0 0.371
C 0.01840 0.08984 1.55334 -0.3 0.0 0.4 -0.492
O 1.02970 0.31439 0.59615 -0.1 -0.1 -0.3 -0.358
C 1.94885 -0.64217 -1.46450 1.2 0.3 -0.4 0.137
O 2.92922 -0.07255 -1.42273 -0.9 -0.5 -0.1 -0.178
H -2.16309 -0.12356 -0.60592 0.2 0.0 0.0 0.357
H -0.85978 -0.01679 -1.80251 0.0 0.0 0.2 0.307
H -0.86226 -1.33191 -0.61904 0.0 0.1 0.0 0.346
H -0.49043 1.66411 0.12281 -0.1 -0.1 0.1 0.332
H -0.16201 -0.96122 1.77321 -0.1 0.1 0.0 0.225
H 0.03066 0.75993 2.40525 0.0 0.0 0.1 0.257
```
Positions in Å, forces in eV/Å.

- Total charge: 0
- Frontier orbital gap: 11.52 eV



Entry 10:
Formula: C4H6O2
Source: the OMol25 dataset
Level of theory: the ωB97M-V functional and the def2-TZVPD basis

```
12
Properties=species:S:1:pos:R:3:forces:R:3:mulliken_charge:R:1
O 1.88149 -0.32371 0.91569 -0.1 -0.3 -0.1 -0.308
C 1.12052 -1.13938 0.21434 -0.1 0.4 -0.1 -0.768
C 0.11417 -0.32948 -0.55431 0.1 -0.1 -0.1 0.549
C -1.27535 -0.44393 0.12247 -0.2 -0.4 0.1 -0.450
O -1.31554 0.96101 0.37811 -0.1 0.1 0.1 -0.388
C -0.10396 1.18414 -0.35882 0.3 0.2 -0.1 -0.476
H 2.49331 -0.87762 1.42376 -0.1 0.2 0.0 0.428
H 0.12722 -0.68026 -1.59114 0.0 0.0 0.2 0.403
H -2.08579 -0.77969 -0.53729 0.1 0.1 0.1 0.242
H -1.29661 -1.02999 1.04889 0.0 0.1 -0.1 0.278
H 0.64464 1.72819 0.22748 -0.1 -0.1 -0.1 0.262
H -0.30410 1.73071 -1.28919 0.1 -0.1 0.1 0.227
```
Positions in Å, forces in eV/Å.

- Total charge: 0
- Frontier orbital gap: 9.54 eV



no.,LUMO (Ha),HOMO (eV),energy (eV)
1,0.035,-9.25,-8338.52595
2,-0.046,-9.53,-8337.28526
3,0.013,-10.16,-8339.35148
4,0.024,-9.38,-8338.50735
5,0.021,-8.81,-8338.23863
6,0.034,-10.29,-8336.83435
7,0.011,-10.09,-8339.04955
8,-0.023,-7.54,-8333.40049
9,0.042,-10.39,-8338.45895
10,0.028,-8.76,-8336.36435